1.
This record from OMol25 describes 4 unconnected molecules or ions with the total composition C46H32BBrClF3NO8S. The level of theory is ωB97M-V/def2-TZVPD.

Properties
- total charge = -1
- HOMO energy (eV) = -6.04
- HOMO-LUMO gap (Eh) = 0.22572

Last column: Mulliken charge in e.
Cartesian coordinates (Å):
1 Br 4.0309 6.7274 -1.3084  -0.411
2 Cl 7.8440 6.5761 -4.6340  -0.290
3 S 2.4135 5.3131 -3.8366  1.206
4 F 2.0424 2.7796 -3.2996  -0.262
5 F 1.1174 4.0660 -1.9274  -0.254
6 F 3.2466 3.7166 -1.8504  -0.240
7 O -6.7341 -1.8238 3.1381  -0.662
8 O 1.5636 0.2121 4.8761  -0.692
9 O 1.1462 5.9770 -3.8723  -0.761
10 O 0.4070 -4.8762 -2.1937  -0.698
11 O 2.7383 4.6866 -5.0829  -0.738
12 O 0.3585 -0.0033 -0.3320  -0.633
13 O -4.5744 -0.5020 7.8515  -0.665
14 O 0.8723 -3.7663 -7.4090  -0.670
15 N 3.4634 7.8178 -3.9494  -0.715
16 C -2.9837 0.0249 3.1492  -0.444
17 C -7.1250 -1.6418 7.8807  -0.528
18 C 6.9845 5.4097 -2.3616  -1.074
19 C 2.2033 3.8929 -2.6205  0.642
20 C 0.4974 -8.0575 -4.8962  -0.472
21 C 1.0162 -1.6140 -5.6187  -0.692
22 C 6.4941 6.4183 -3.3938  0.482
23 C 1.3414 1.2165 1.4164  -0.133
24 C 0.5819 -7.7669 -6.2541  -0.461
25 C 0.5689 -5.7121 -4.3878  0.105
26 C 2.2968 2.4023 3.2796  -0.587
27 C -4.2150 -0.6045 3.1006  -0.833
28 C 0.6715 -5.4218 -5.7488  0.147
29 C -0.9571 -3.1135 2.1356  -0.960
30 C 0.6906 -3.2169 -3.8446  0.156
31 C -6.4258 -1.3974 6.7061  0.145
32 C 0.6080 0.0554 0.8554  0.444
33 C 0.6984 -2.1855 -2.9154  -0.764
34 C -8.2710 -2.2741 5.4276  -0.545
35 C 1.6411 1.2863 2.7792  0.315
36 C 0.5420 -4.6188 -3.3736  0.552
37 C -4.3601 -0.4847 5.5053  0.314
38 C -0.5637 -2.0933 1.2881  -0.328
39 C 5.2290 5.9765 -4.0829  -1.202
40 C 0.6688 -6.4529 -6.6789  -0.534
41 C -8.9688 -2.5037 6.6000  -0.465
42 C 0.1782 -1.0281 1.7829  0.240
43 C 2.6586 3.4328 2.4259  -0.787
44 C -4.9129 -0.8533 4.2751  0.243
45 C 1.0374 -0.5916 -4.6842  -0.631
46 C -6.2529 -1.4969 4.2031  0.572
47 C -0.6011 -3.0798 3.4801  -0.442
48 C 0.5164 -0.9827 3.1376  0.408
49 C -8.3928 -2.1935 7.8279  -0.460
50 C 0.1326 -2.0181 3.9803  -0.718
51 C 2.3756 3.3563 1.0647  -0.318
52 C -2.4435 0.4113 4.3717  -0.319
53 C -6.9964 -1.7250 5.4750  0.174
54 C -5.0743 -0.7722 6.7790  0.551
55 C 0.7986 -4.0125 -6.2224  0.631
56 C 0.8375 -2.9284 -5.2061  0.286
57 C 0.8700 -0.8778 -3.3327  -0.471
58 C 1.7168 2.2448 0.5652  -0.312
59 C 0.4867 -7.0329 -3.9665  -0.526
60 C -3.1269 0.1524 5.5467  -0.913
61 C 1.2704 0.1771 3.6972  0.593
62 B 3.8570 6.4828 -3.3442  0.393
63 H 4.1663 8.5044 -3.6962  0.200
64 H 2.5222 2.4646 4.3354  0.486
65 H 1.1830 0.4317 -5.0056  0.532
66 H 2.6715 4.1603 0.4071  0.434
67 H 2.6277 8.1361 -3.4635  0.221
68 H 0.5736 -2.4053 -1.8642  0.587
69 H -8.9376 -2.3800 8.7442  0.396
70 H 6.1120 4.8962 -1.9887  0.074
71 H -1.4848 0.9127 4.4061  0.523
72 H -8.7151 -2.5174 4.4722  0.473
73 H 1.1411 -1.3933 -6.6698  0.471
74 H -6.6762 -1.3955 8.8330  0.474
75 H -1.5402 -3.9392 1.7493  0.463
76 H 7.6367 4.6960 -2.8389  0.444
77 H 5.2021 6.4381 -5.0548  0.338
78 H 0.8769 -0.0801 -2.6040  0.762
79 H -9.9640 -2.9272 6.5605  0.391
80 H 6.4063 7.3928 -2.9548  0.322
81 H -0.8347 -2.1202 0.2412  0.490
82 H 3.1675 4.3025 2.8201  0.436
83 H 0.4382 -9.0863 -4.5652  0.388
84 H -2.4426 0.2197 2.2325  0.584
85 H 7.4739 5.9023 -1.5394  0.288
86 H -4.6383 -0.9011 2.1508  0.491
87 H 0.4178 -7.2554 -2.9106  0.466
88 H 0.4026 -1.9916 5.0272  0.497
89 H 0.7389 -6.2234 -7.7332  0.470
90 H -0.9025 -3.8835 4.1394  0.425
91 H 0.5835 -8.5692 -6.9806  0.393
92 H 5.2753 4.9046 -4.2374  0.406
93 H -2.7053 0.4464 6.4981  0.490
94 H 1.4895 2.1714 -0.4837  0.592

Atomic forces in eV per Å
-0.204 -0.242 0.764
0.046 0.298 -0.032
0.172 0.641 -0.674
-0.186 -1.364 -0.907
-1.203 0.387 1.469
1.054 -0.033 1.025
-0.010 -0.006 0.031
-0.064 -0.015 -0.009
-1.190 0.596 0.997
-0.014 -0.034 -0.037
0.831 -1.102 -0.687
-0.097 -0.158 0.053
-0.033 -0.012 -0.010
-0.001 -0.052 0.012
-0.544 -0.435 0.643
0.049 0.049 0.045
-0.113 -0.034 0.128
-0.519 0.292 -0.284
0.193 0.727 -1.678
-0.003 0.006 -0.066
0.003 0.143 -0.005
0.422 -0.789 -0.106
-0.008 -0.066 0.130
-0.005 -0.017 0.060
0.027 0.062 -0.111
0.104 0.181 0.028
0.091 0.028 -0.115
-0.010 0.034 0.136
-0.007 -0.018 0.079
0.010 -0.078 -0.157
0.002 -0.011 -0.148
0.013 0.087 -0.249
0.000 0.084 0.090
-0.160 -0.071 0.014
-0.099 -0.104 -0.044
-0.027 0.046 0.273
-0.126 -0.064 -0.087
-0.071 -0.110 -0.047
-0.216 -0.023 0.634
0.005 -0.156 -0.091
0.025 0.006 0.067
0.040 0.027 0.114
-0.042 -0.040 -0.070
-0.016 -0.005 0.167
-0.011 -0.047 0.036
-0.047 -0.051 -0.251
-0.031 0.009 -0.065
0.025 0.043 -0.144
-0.031 -0.016 -0.055
-0.076 -0.138 0.060
0.023 -0.025 0.252
-0.015 -0.021 -0.088
0.093 0.064 0.096
0.150 0.081 0.201
0.025 0.151 -0.226
-0.003 -0.114 0.101
0.036 0.148 -0.109
0.107 0.161 0.044
-0.011 -0.174 0.028
0.146 0.067 -0.002
0.133 0.043 0.220
1.027 1.054 -1.010
0.184 -0.030 -0.204
-0.031 -0.111 0.017
0.004 0.003 0.019
0.001 0.041 -0.028
-0.119 0.118 -0.269
0.019 -0.072 -0.010
-0.002 0.001 0.000
-0.172 -0.245 0.335
-0.001 0.004 0.015
0.110 0.027 -0.060
-0.023 -0.108 -0.028
0.099 0.052 -0.058
0.014 -0.006 -0.009
0.245 -0.268 -0.032
-0.231 0.087 -0.466
-0.009 -0.007 0.013
0.001 -0.004 0.000
-0.013 0.547 0.060
0.066 0.084 -0.021
0.007 0.008 -0.014
-0.004 0.000 -0.001
-0.003 0.004 -0.002
0.378 0.067 0.330
-0.096 -0.027 0.050
-0.011 0.127 0.028
0.053 0.139 -0.015
0.016 0.125 0.026
-0.005 0.001 0.002
0.002 -0.001 0.001
0.024 -0.309 -0.067
-0.079 -0.057 0.055
-0.086 -0.081 -0.096

2.
This record from OMol25 describes a molecular structure, C46H32Br4Cl5MnNO3P2S2. The level of theory is ωB97M-V/def2-TZVPD.

Properties
- total charge = -2
- HOMO energy (alpha / beta) (eV) = -2.14 / -2.30
- HOMO-LUMO gap (alpha / beta) (Eh) = 0.21869 / 0.22474
- spin multiplicity = 6
- energy above the lowest of the compared OMol25 structures with the same formula, charge and spin (kcal/mol) = 12.4

Last column: Mulliken charge in e.
Cartesian coordinates (Å):
1 Br 4.7801 -0.8070 0.9230  -0.183
2 Br 4.1093 -0.3841 6.6134  -0.249
3 Br 6.1063 -0.2745 3.9617  -0.167
4 Br 0.8592 -1.0548 6.1712  -0.182
5 Mn -0.1510 -1.8436 1.2799  0.755
6 Cl -0.1686 -8.6530 0.5193  -0.245
7 Cl 2.8461 -4.1869 0.8251  -0.202
8 Cl -2.4632 -3.8734 1.5959  -0.072
9 Cl 2.6032 -7.2459 0.3322  -0.238
10 Cl -2.7199 -6.9774 1.2030  -0.234
11 S -2.5597 -0.2197 1.1559  -0.054
12 S -5.4278 0.6414 0.9035  -0.421
13 P 0.1219 1.7574 1.3054  0.573
14 P -0.2650 -0.9715 -1.1870  0.533
15 O -4.5454 -1.8296 1.2024  0.035
16 O 0.2317 -1.4479 3.2434  -0.988
17 O 1.8161 -1.2249 1.1263  1.549
18 N -0.1109 1.9124 -1.5369  2.066
19 C -2.6081 -2.2122 -1.8746  -0.417
20 C -5.8977 -2.2514 1.1002  -0.930
21 C -3.8748 -2.3243 -2.4218  -0.554
22 C 1.8392 2.3909 1.1791  0.659
23 C 3.7201 -0.8877 2.4946  0.206
24 C 0.1491 -4.1186 1.0844  -2.118
25 C 2.0757 -2.3561 -1.6943  -0.305
26 C 2.3638 3.0938 0.0957  -0.302
27 C 2.3635 -1.1141 2.2964  -1.188
28 C -4.2304 -0.5169 1.1014  -0.209
29 C -0.6453 5.2382 3.4329  -0.699
30 C -0.9354 4.7603 -3.7336  -0.660
31 C 2.6108 -3.5462 -3.7204  -0.636
32 C -1.8570 -1.0529 -2.0598  0.558
33 C 1.2591 -4.9200 0.8572  1.422
34 C -2.5080 3.7587 3.7356  -0.713
35 C -1.8926 4.9765 3.9818  -0.450
36 C 0.9799 2.7713 -3.5535  -0.631
37 C -0.9921 3.8446 -2.6974  -0.706
38 C 0.8282 -2.0212 -2.2176  0.772
39 C 1.0155 3.6913 -4.5896  -0.757
40 C 1.1877 -6.3025 0.6728  -0.420
41 C 2.9614 -3.1146 -2.4502  -0.830
42 C -2.4001 -0.0028 -2.7940  -0.696
43 C 3.9942 2.5389 2.2731  -0.561
44 C -0.0242 4.2885 2.6330  -0.722
45 C 3.4231 -0.6978 4.8731  0.303
46 C -3.6749 -0.1134 -3.3356  -0.567
47 C -0.0331 2.8216 -2.5814  0.642
48 C -0.6373 3.0606 2.3771  0.561
49 C -4.4137 -1.2711 -3.1500  -0.642
50 C 1.4888 -1.2031 3.4483  0.433
51 C 0.0645 4.6954 -4.6953  -0.492
52 C 0.5552 0.6356 -1.6921  -2.339
53 C 4.2578 -0.6594 3.7736  -0.036
54 C 0.4792 -2.4541 -3.4971  -0.862
55 C -0.6583 2.3960 -0.2669  -2.089
56 C -1.8837 2.8005 2.9481  -0.220
57 C 3.6927 3.5024 0.0951  -0.562
58 C 1.3658 -3.2172 -4.2433  -0.689
59 C 2.0527 -0.9766 4.7044  -0.229
60 C -1.1807 -6.1926 1.0510  -0.449
61 C -1.0451 -4.8171 1.2076  1.465
62 C -0.0455 -6.9420 0.7603  0.701
63 C 4.5096 3.2251 1.1818  -0.777
64 C 2.6718 2.1236 2.2670  -0.374
65 H 1.7664 2.0329 -3.4821  0.412
66 H 0.9489 4.5028 2.2129  0.333
67 H -5.4169 -1.3453 -3.5521  0.333
68 H -0.5712 3.4838 -0.2657  1.120
69 H 1.5372 0.5904 -1.1974  0.337
70 H -0.4914 -2.2049 -3.9058  0.370
71 H -6.5073 -1.8143 1.8909  0.336
72 H -6.3219 -1.9606 0.1383  0.330
73 H 4.6251 2.2957 3.1197  0.435
74 H -1.8030 3.8955 -1.9837  0.457
75 H -0.1502 6.1827 3.6273  0.389
76 H -5.8591 -3.3367 1.1962  0.195
77 H 3.9198 -3.3810 -2.0210  0.456
78 H -1.7198 2.1451 -0.1519  0.609
79 H -4.0947 0.7200 -3.8859  0.397
80 H -1.8456 0.9163 -2.9266  0.254
81 H 0.1017 5.4113 -5.5062  0.377
82 H 3.3002 -4.1495 -4.2996  0.355
83 H -2.3791 5.7172 4.6061  0.350
84 H 2.3493 -2.0440 -0.6903  0.243
85 H 1.7458 3.3252 -0.7610  0.151
86 H -1.6985 5.5276 -3.7940  0.374
87 H 1.0816 -3.5595 -5.2315  0.407
88 H -2.3662 1.8479 2.7661  0.106
89 H -2.2178 -3.0202 -1.2653  0.211
90 H -3.4799 3.5405 4.1616  0.430
91 H 0.7271 0.4936 -2.7572  0.946
92 H 5.5488 3.5328 1.1758  0.346
93 H 2.2859 1.5742 3.1182  0.548
94 H -4.4537 -3.2240 -2.2507  0.420
95 H 1.8167 3.6245 -5.3168  0.377
96 H 4.0878 4.0351 -0.7624  0.428

Atomic forces in eV per Å
-0.016 0.003 0.022
0.008 0.001 0.008
0.004 -0.032 0.004
-0.013 0.003 0.029
-0.214 -0.350 0.236
0.003 0.024 0.013
0.000 -0.179 0.165
-0.056 -0.087 -0.114
-0.017 0.037 0.015
0.023 0.020 -0.003
-0.012 0.044 0.186
0.077 -0.033 0.046
0.105 -0.085 -0.029
-0.006 0.030 -0.016
0.033 0.015 0.041
0.220 0.035 0.161
0.164 0.139 -0.117
0.028 0.002 0.074
-0.071 -0.033 0.052
0.088 0.057 0.006
-0.014 -0.009 0.007
-0.071 0.115 0.034
-0.037 -0.002 0.009
-0.237 0.153 -0.019
0.046 -0.016 -0.080
0.048 -0.029 0.028
0.001 0.099 0.043
-0.089 -0.160 -0.231
0.031 -0.028 -0.028
-0.012 0.000 0.014
0.001 0.000 0.007
0.037 0.155 -0.051
0.137 0.036 -0.058
-0.032 -0.029 0.005
-0.011 0.014 0.022
0.012 0.016 -0.003
0.018 -0.008 -0.020
-0.035 0.048 -0.057
0.016 -0.008 -0.013
0.009 -0.028 -0.003
-0.001 0.024 -0.014
-0.006 -0.026 -0.048
-0.036 0.013 0.007
-0.089 -0.020 0.009
-0.043 0.006 0.015
0.022 -0.006 0.007
-0.119 -0.007 -0.005
0.056 0.002 0.006
-0.008 0.012 -0.014
-0.037 0.079 0.007
-0.004 -0.004 0.010
0.014 -0.009 -0.055
0.018 -0.016 -0.032
0.052 -0.048 -0.015
-0.002 -0.042 -0.091
0.025 0.022 -0.003
0.009 -0.015 0.022
-0.014 0.012 0.031
0.013 0.004 -0.057
0.005 -0.012 -0.001
-0.066 -0.043 0.025
0.006 -0.001 -0.005
0.008 0.022 -0.008
0.055 0.022 -0.007
-0.015 0.006 -0.002
0.060 0.007 -0.033
0.004 -0.004 0.000
0.042 0.008 0.031
-0.029 -0.007 0.053
-0.031 0.015 -0.019
-0.004 0.014 0.015
-0.002 0.003 -0.012
0.000 0.022 -0.023
0.006 0.006 -0.008
-0.002 -0.005 -0.003
-0.008 0.033 -0.007
-0.012 -0.007 -0.028
0.004 -0.017 -0.017
-0.003 -0.009 0.004
0.004 -0.006 -0.003
0.000 -0.002 0.003
-0.003 0.002 0.000
0.002 -0.004 -0.005
-0.057 0.060 -0.113
-0.020 0.019 -0.013
0.006 -0.002 -0.005
-0.001 0.002 0.003
-0.004 -0.007 -0.019
0.036 0.002 0.020
0.009 0.006 -0.004
0.036 0.014 -0.006
-0.011 -0.015 -0.005
-0.027 -0.043 0.023
0.011 0.006 -0.004
-0.005 0.006 0.005
-0.005 0.001 0.003

Question: Among the records above, which one has the highest total charge?
Answer: C46H32BBrClF3NO8S

Question: What is the total charge in the second record?
Answer: -2